Entry 1:
Density functional theory data (ωB97M-V with the def2-TZVPD basis set) for an isolated ion of composition C3H8NSi and charge +1 at a distorted geometry.

Each line ends with the natural charge from an NBO analysis.
Cartesian coordinates (Å):
Si -0.0544 0.1538 -1.3122  1.63
N -1.1827 0.7338 -0.3419  -0.66
C 1.5866 -1.6455 0.3843  -0.65
C 1.5538 -0.4927 -0.6573  -0.47
C -1.9602 1.3990 0.7135  -0.47
H -0.3902 0.3278 -2.6484  -0.14
H 1.8683 -2.4130 -0.2930  0.26
H -1.4710 2.2233 1.1389  0.24
H 0.5029 -1.7647 0.6960  0.23
H -2.1684 0.8127 1.6576  0.25
H 2.3019 -1.4420 1.1529  0.26
H 2.3081 0.3391 -0.7080  0.25
H -2.8947 1.7682 0.2177  0.28

The HOMO energy (spin up / spin down) is -15.675 / -14.016 eV. The net charge is +1. For the energy relative to the best compared isomer or geometry (same formula, charge and spin), the calculation gives 387.1 kJ/mol. As for the calculated total energy: -462.9292 hartree. The value obtained for the molar mass is 86.19 g mol⁻¹. The largest force on an atom is 0.0697 Eh/bohr.

Entry 2:
Density functional theory data (ωB97M-V with the def2-TZVPD basis set) for a 2-piece molecular cluster, C3H8O overall.

Each line ends with the natural charge from an NBO analysis.
Cartesian coordinates (Å):
O -0.4247 1.2806 0.2584  -0.52
C 2.5900 -0.3439 0.1332  -0.86
C -1.0125 0.2956 -0.0989  0.44
C -2.5079 0.1833 -0.0959  -0.72
H 3.3817 -0.1275 -0.5868  0.21
H -2.8199 -0.8282 0.1510  0.22
H 2.8526 0.1738 1.0565  0.22
H 1.6795 0.1313 -0.2254  0.22
H -2.8706 0.3928 -1.1082  0.24
H 2.5255 -1.4224 0.2656  0.21
H -0.4460 -0.6230 -0.3527  0.11
H -2.9476 0.8879 0.6031  0.24

The HOMO energy is -10.013 eV. As for the SMILES: CC=O.C. For the energy relative to the best compared isomer or geometry (same formula, charge and spin), the calculation gives 49.5 kJ/mol. As for the calculated total energy: -194.3171 hartree. The value obtained for the molar mass is 60.10 g mol⁻¹. The largest force on an atom is 0.0147 Eh/bohr.

Entry 3:
Density functional theory data (ωB97M-V with the def2-TZVPD basis set) for C3H8O in the gas phase.

Each line ends with the natural charge from an NBO analysis.
Cartesian coordinates (Å):
O -0.9749 -0.4171 0.1547  -0.55
C 0.2638 -0.5271 -0.5858  -0.06
C 1.3550 0.5044 -0.2770  -0.65
C -1.2725 0.6866 0.9719  -0.24
H 1.6715 1.0687 -1.1586  0.22
H 0.9606 1.2439 0.4185  0.21
H 0.0051 -0.4994 -1.6533  0.17
H 0.6278 -1.5394 -0.3711  0.18
H -0.4293 1.3724 1.0981  0.16
H 2.2331 0.0742 0.2113  0.22
H -1.5327 0.3415 1.9804  0.18
H -2.0986 1.2870 0.5664  0.17

The HOMO energy is -9.481 eV. As for the SMILES: CCOC. For the energy relative to the best compared isomer or geometry (same formula, charge and spin), the calculation gives 113.0 kJ/mol. As for the calculated total energy: -194.2929 hartree. The value obtained for the molar mass is 60.10 g mol⁻¹. The largest force on an atom is 0.0095 Eh/bohr.

Entry 4:
Density functional theory data (ωB97M-V with the def2-TZVPD basis set) for C3H8O in the gas phase.

Each line ends with the natural charge from an NBO analysis.
Cartesian coordinates (Å):
O -0.4560 1.5831 0.0107  -0.72
C -0.2485 0.2203 -0.3421  0.09
C -1.0528 -0.6155 0.6504  -0.63
C 1.2285 -0.1512 -0.2923  -0.63
H 1.8286 0.4681 -0.9701  0.20
H 1.3663 -1.1983 -0.5854  0.21
H -1.0896 -0.0789 1.6032  0.22
H -2.0777 -0.7943 0.3154  0.21
H -0.6225 0.0468 -1.3646  0.15
H -0.5741 -1.5852 0.8211  0.21
H 0.0881 2.1265 -0.5729  0.46
H 1.6097 -0.0216 0.7266  0.21

The HOMO energy is -10.259 eV. As for the SMILES: CC(C)O. For the energy relative to the best compared isomer or geometry (same formula, charge and spin), the calculation gives 6.6 kJ/mol. As for the calculated total energy: -194.3334 hartree. The value obtained for the molar mass is 60.10 g mol⁻¹. The largest force on an atom is 0.0080 Eh/bohr.

Entry 5:
Density functional theory data (ωB97M-V with the def2-TZVPD basis set) for a 2-piece molecular cluster, C3H8O overall.

Each line ends with the natural charge from an NBO analysis.
Cartesian coordinates (Å):
O -0.7907 0.3906 -0.4379  -0.48
C -1.2818 -0.7269 -0.0891  0.32
C -2.6566 -0.9552 -0.2100  -0.11
C 2.3031 0.9026 0.2450  -0.90
H -3.3756 -0.1936 -0.4673  0.24
H 2.4749 0.0276 -0.3914  0.22
H 0.1874 0.4236 -0.3021  0.55
H 3.1873 1.2753 0.7572  0.27
H -3.0225 -1.9593 -0.0245  0.24
H 1.5899 0.5837 1.0133  0.19
H 2.0049 1.7211 -0.3989  0.23
H -0.6203 -1.4895 0.3058  0.22

The HOMO energy (spin up / spin down) is -16.834 / -17.116 eV. The net charge is +1. For the energy relative to the best compared isomer or geometry (same formula, charge and spin), the calculation gives 0.0 kJ/mol. As for the calculated total energy: -193.9770 hartree. The value obtained for the molar mass is 60.10 g mol⁻¹. As for the spin multiplicity: 2. The largest force on an atom is 0.0121 Eh/bohr.

Entry 6:
Density functional theory data (ωB97M-V with the def2-TZVPD basis set) for a 2-piece molecular cluster, C3H8O2 overall at a distorted geometry.

Each line ends with the natural charge from an NBO analysis.
Cartesian coordinates (Å):
O -0.5723 1.3352 2.8236  -0.94
O 0.3530 -0.9831 0.6350  -0.75
C 0.7072 -1.2467 -0.5401  0.07
C -0.2449 0.8895 -1.5221  -0.70
C 0.0752 -0.6050 -1.7405  -0.54
H -1.0107 0.5337 3.1110  0.46
H -0.2923 1.4033 -2.4885  0.17
H 1.4798 -1.9897 -0.7235  0.06
H 0.5848 1.3315 -1.0020  0.20
H -0.8852 -1.1364 -1.9803  0.13
H 0.7173 -0.7920 -2.5978  0.18
H -1.0911 0.9810 -0.8495  0.21
H -0.4256 1.8044 3.6453  0.44

The HOMO energy (spin up / spin down) is 1.036 / -3.368 eV. The net charge is -1. For the energy relative to the best compared isomer or geometry (same formula, charge and spin), the calculation gives 21.4 kJ/mol. As for the calculated total energy: -269.5167 hartree. The value obtained for the molar mass is 76.09 g mol⁻¹. As for the spin multiplicity: 2. The largest force on an atom is 0.0204 Eh/bohr.

Entry 7:
Density functional theory data (ωB97M-V with the def2-TZVPD basis set) for a 2-piece molecular cluster, C3H8O2 overall.

Each line ends with the natural charge from an NBO analysis.
Cartesian coordinates (Å):
O -0.0650 -0.1448 -1.7839  -0.71
O -1.8497 0.4585 0.0351  -0.55
C 1.0693 1.0073 0.8368  -0.88
C -1.1227 -0.4692 0.3133  0.42
C -0.2924 -1.1073 -0.7899  -0.18
H 0.2976 1.5525 1.3861  0.22
H 0.6609 -1.5091 -0.4254  0.20
H 1.9413 1.6340 0.6855  0.22
H -0.7832 0.5009 -1.6457  0.49
H 1.3493 0.1101 1.4005  0.20
H 0.7357 0.7611 -0.1704  0.23
H -1.0540 -0.8527 1.3476  0.14
H -0.8870 -1.9412 -1.1895  0.20

The HOMO energy is -10.384 eV. As for the SMILES: O=CCO.C. For the energy relative to the best compared isomer or geometry (same formula, charge and spin), the calculation gives 142.1 kJ/mol. As for the calculated total energy: -269.5408 hartree. The value obtained for the molar mass is 76.09 g mol⁻¹. The largest force on an atom is 0.0103 Eh/bohr.

Entry 8:
Density functional theory data (ωB97M-V with the def2-TZVPD basis set) for C3H8O2 in the gas phase.

Each line ends with the natural charge from an NBO analysis.
Cartesian coordinates (Å):
O -0.3426 -0.3484 -1.6075  -0.72
O 2.0635 -0.2700 -0.2875  -0.74
C -0.3025 -0.3985 -0.1952  0.08
C -1.5747 0.2294 0.3374  -0.62
C 0.9279 0.3329 0.3165  -0.09
H -2.4528 -0.3190 -0.0143  0.22
H 0.9683 0.2640 1.4138  0.17
H 0.8581 1.3959 0.0360  0.17
H 2.7837 -0.2810 0.3499  0.48
H -1.6505 1.2645 -0.0124  0.21
H -1.5743 0.2259 1.4332  0.21
H 0.5252 -0.6496 -1.9124  0.48
H -0.2293 -1.4461 0.1425  0.15

The HOMO energy is -10.074 eV. As for the SMILES: C[C@@H](O)CO. For the energy relative to the best compared isomer or geometry (same formula, charge and spin), the calculation gives 62.3 kJ/mol. As for the calculated total energy: -269.5712 hartree. The value obtained for the molar mass is 76.09 g mol⁻¹. The largest force on an atom is 0.0075 Eh/bohr.

Entry 9:
Density functional theory data (ωB97M-V with the def2-TZVPD basis set) for C3H8O2 as an isolated structure.

Each line ends with the natural charge from an NBO analysis.
Cartesian coordinates (Å):
O 2.3509 -0.1367 -0.1013  -0.72
O -0.2867 -0.2103 -1.0170  -0.67
C 1.2909 0.2864 0.7540  -0.14
C 0.0067 -0.4497 0.5475  -0.22
C -1.7331 0.3062 -0.2290  -0.27
H 2.0101 -0.0279 -0.9995  0.46
H -2.3098 -0.3457 0.4202  0.22
H -1.5622 1.2750 0.2260  0.22
H 1.6232 0.1023 1.7819  0.19
H 0.1959 -1.5309 0.5980  0.15
H 1.1390 1.3741 0.6486  0.15
H -0.4815 -1.0682 -1.4272  0.49
H -2.2434 0.4254 -1.2022  0.15

The HOMO energy is -7.229 eV. For the energy relative to the best compared isomer or geometry (same formula, charge and spin), the calculation gives 597.0 kJ/mol. As for the calculated total energy: -269.3675 hartree. The value obtained for the molar mass is 76.09 g mol⁻¹. The largest force on an atom is 0.0107 Eh/bohr.

Entry 10:
Density functional theory data (ωB97M-V with the def2-TZVPD basis set) for a 2-piece molecular cluster, C3H8O2 overall.

Each line ends with the natural charge from an NBO analysis.
Cartesian coordinates (Å):
O 0.5004 0.7285 1.1479  -0.75
O -1.0477 0.2761 -0.9283  -0.51
C -1.9265 -0.6843 -0.3693  -0.11
C 1.8079 1.0442 0.7461  -0.25
C -0.6128 -1.1091 -0.8100  -0.12
H 2.1125 0.5250 -0.1718  0.15
H -2.0827 -0.6007 0.6998  0.19
H -0.0863 0.8843 0.3851  0.49
H 0.1233 -1.4122 -0.0616  0.21
H -2.7778 -0.9256 -0.9825  0.19
H -0.4840 -1.5771 -1.7724  0.19
H 1.9819 2.1160 0.5813  0.16
H 2.4918 0.7349 1.5356  0.18

The HOMO energy is -9.908 eV. As for the SMILES: C1CO1.CO. For the energy relative to the best compared isomer or geometry (same formula, charge and spin), the calculation gives 228.7 kJ/mol. As for the calculated total energy: -269.5078 hartree. The value obtained for the molar mass is 76.09 g mol⁻¹. The largest force on an atom is 0.0147 Eh/bohr.

Entry 11:
Density functional theory data (ωB97M-V with the def2-TZVPD basis set) for a 2-piece molecular cluster, C3H8O2 overall.

Each line ends with the natural charge from an NBO analysis.
Cartesian coordinates (Å):
O -2.6425 1.1185 2.4190  -0.95
O 0.1159 0.8634 0.2657  -0.70
C 1.8171 0.3404 -1.2751  -0.55
C 0.7804 -0.0403 -0.5325  0.34
C 0.0796 -1.3507 -0.5717  -0.67
H 0.7482 -2.1648 -0.8234  0.23
H -1.7720 1.1023 1.9850  0.48
H -0.7072 -1.2976 -1.3310  0.23
H 2.1971 1.3450 -1.1756  0.19
H 2.2260 -0.3608 -1.9636  0.21
H -2.9505 0.2018 2.4198  0.47
H 0.6176 1.6862 0.2433  0.48
H -0.5097 -1.4434 0.3402  0.23

The HOMO energy is -9.088 eV. As for the SMILES: C=C(C)O.O. For the energy relative to the best compared isomer or geometry (same formula, charge and spin), the calculation gives 102.5 kJ/mol. As for the calculated total energy: -269.5558 hartree. The value obtained for the molar mass is 76.09 g mol⁻¹. The largest force on an atom is 0.0194 Eh/bohr.

Entry 12:
Density functional theory data (ωB97M-V with the def2-TZVPD basis set) for a 2-piece molecular cluster, C3H8O2 overall at a distorted geometry.

Each line ends with the natural charge from an NBO analysis.
Cartesian coordinates (Å):
O 0.0913 -1.9396 -0.2067  -0.57
O -2.1017 0.2922 0.3099  -0.96
C 0.4621 0.0786 -1.2793  -0.74
C 0.3796 -0.7830 -0.1168  0.60
C 0.5284 -0.1145 1.1728  -0.72
H 0.0520 0.9540 1.2413  0.23
H -2.3443 -0.5787 -0.1804  0.49
H -2.0518 0.1692 1.2224  0.47
H 0.1042 -0.8010 1.8638  0.23
H 1.2930 0.7598 -1.3070  0.23
H -0.4747 0.5983 -1.2949  0.26
H 0.3823 -0.6115 -2.2140  0.23
H 1.5807 -0.0762 1.2332  0.23

The HOMO energy is -9.589 eV. As for the SMILES: CC(C)=O.O. For the energy relative to the best compared isomer or geometry (same formula, charge and spin), the calculation gives 117.1 kJ/mol. As for the calculated total energy: -269.5503 hartree. The value obtained for the molar mass is 76.09 g mol⁻¹. The largest force on an atom is 0.0853 Eh/bohr.

Please write out number 5 again, unchanged.
Density functional theory data (ωB97M-V with the def2-TZVPD basis set) for a 2-piece molecular cluster, C3H8O overall.

Each line ends with the natural charge from an NBO analysis.
Cartesian coordinates (Å):
O -0.7907 0.3906 -0.4379  -0.48
C -1.2818 -0.7269 -0.0891  0.32
C -2.6566 -0.9552 -0.2100  -0.11
C 2.3031 0.9026 0.2450  -0.90
H -3.3756 -0.1936 -0.4673  0.24
H 2.4749 0.0276 -0.3914  0.22
H 0.1874 0.4236 -0.3021  0.55
H 3.1873 1.2753 0.7572  0.27
H -3.0225 -1.9593 -0.0245  0.24
H 1.5899 0.5837 1.0133  0.19
H 2.0049 1.7211 -0.3989  0.23
H -0.6203 -1.4895 0.3058  0.22

The HOMO energy (spin up / spin down) is -16.834 / -17.116 eV. The net charge is +1. For the energy relative to the best compared isomer or geometry (same formula, charge and spin), the calculation gives 0.0 kJ/mol. As for the calculated total energy: -193.9770 hartree. The value obtained for the molar mass is 60.10 g mol⁻¹. As for the spin multiplicity: 2. The largest force on an atom is 0.0121 Eh/bohr.

The lowest calculated total energy belongs to which entry? C3H8NSi

Look up the molar mass of the second one. 60.10 g mol⁻¹

What is the molar mass in the seventh record? 76.09 g mol⁻¹